Entry 1:
The following is a quantum chemistry calculation of an isolated ion of composition C9H13O5S and charge -1, from OMol25.

Structure (XYZ):
```
28
Properties=species:S:1:pos:R:3:lowdin_charge:R:1
C 1.8095 -1.3496 -0.0921 -0.098
C 0.6003 -1.9339 -0.1326 -0.018
C 2.1086 0.0552 -0.0928 -0.272
C 1.2644 0.9697 -0.5387 -0.024
C -0.7855 -1.3230 -0.0282 -0.349
C -1.0648 -0.1300 -0.8876 -0.043
C 3.5652 0.3410 0.3392 -0.050
C 0.5235 3.1389 0.0178 -0.055
C -2.9627 -2.3728 0.2419 -0.099
O -2.3491 2.1768 -1.1269 -0.401
O -3.5242 0.3480 -0.0856 -0.406
O -1.7291 1.5062 1.1657 -0.359
O 1.3531 2.2609 -0.7259 -0.081
O -1.6611 -2.4974 -0.1992 -0.182
S -2.1749 1.0707 -0.1574 0.450
H 2.7067 -1.9486 0.0974 0.088
H 0.5006 -2.9736 -0.0419 0.086
H -0.8406 -1.0236 0.9718 0.127
H -0.9465 -0.2973 -1.9262 0.085
H 4.1107 -0.6991 0.5790 0.105
H 3.5947 0.7637 1.3491 0.066
H 4.1498 0.9760 -0.2672 0.045
H 0.5248 2.8870 1.0477 0.079
H -0.4059 3.2099 -0.4960 0.055
H 1.1108 4.0947 -0.0442 0.102
H -3.4581 -2.9606 -0.4219 0.060
H -3.0560 -1.3804 0.2280 -0.015
H -2.9640 -2.9084 1.2271 0.107
```

## Properties
total charge = -1
HOMO level (alpha / beta) = -4.711 / -4.631 eV
ΔE to the lowest compared entry with this formula, charge and spin = 48.6 kcal per mole
molecular weight = 233.3 g/mol
HOMO-LUMO gap (alpha / beta) = 7.86 / 7.78 eV

=====

Entry 2:
The following is a quantum chemistry calculation of a 2-piece molecular cluster, C9H14 overall, from OMol25.

Structure (XYZ):
```
23
Properties=species:S:1:pos:R:3:lowdin_spin:R:1
C 1.5910 1.8588 0.5951 0.003
C 2.3115 0.7938 1.4295 0.007
H 1.3918 2.7736 1.1529 0.001
H 2.1212 2.0695 -0.3361 0.001
H 0.5633 1.5465 0.3415 0.001
H 2.4945 1.1264 2.4412 0.002
H 3.2522 0.5184 0.9277 0.001
H 1.8292 -0.1688 1.2943 0.005
C -0.2514 -1.2555 -2.5226 0.058
C -1.9359 -0.0022 -1.0411 0.052
C -0.8422 -0.9230 -1.1900 0.262
C -2.3417 0.3804 0.2211 0.118
C -0.2262 -1.4341 0.0004 0.113
C -1.6678 -0.0513 1.4038 0.216
C -0.6057 -0.9801 1.2394 0.057
H -2.5838 0.1700 -1.8961 0.004
H -3.3177 0.8735 0.2687 0.011
H 0.8461 -1.1444 -2.4904 0.021
H -0.5484 -0.6301 -3.3749 0.004
H 0.4657 -2.2682 -0.1062 0.021
H -2.0308 0.3054 2.3525 0.022
H -0.1056 -1.2681 2.1665 0.002
H -0.4093 -2.2907 -2.8772 0.018
```

## Properties
total charge = -1
spin multiplicity = 2
HOMO level (alpha / beta) = 0.875 / -3.210 eV
ΔE to the lowest compared entry with this formula, charge and spin = 11.9 kcal per mole
molecular weight = 122.2 g/mol
HOMO-LUMO gap (alpha / beta) = 3.28 / 7.27 eV

=====

Entry 3:
The following is a quantum chemistry calculation of a 2-piece molecular cluster, C9H14 overall, from OMol25.

Structure (XYZ):
```
23
Properties=species:S:1:pos:R:3:lowdin_spin:R:1
C 1.8749 2.1715 0.1299 0.014
C 2.6653 0.8980 -0.1474 0.026
H 1.8411 2.2452 1.2257 0.003
H 2.4565 3.0193 -0.2196 0.001
H 0.8455 2.1120 -0.1899 0.002
H 3.7046 0.8397 0.2068 0.003
H 2.2346 -0.0158 0.2591 0.008
H 2.8041 0.7717 -1.2274 0.007
C -1.0805 0.6909 -1.6474 0.046
C -0.6200 -1.6326 -0.6709 0.199
C -1.2535 -0.3752 -0.5860 0.179
C -0.6905 -2.5768 0.3986 0.046
C -1.3864 -2.2629 1.5233 0.153
C -1.9235 -0.0232 0.6095 0.043
C -2.0021 -0.9309 1.6335 0.186
H -0.3271 -2.0482 -1.6355 0.031
H -0.1150 -3.4970 0.3947 -0.002
H -0.0939 0.5380 -2.1174 0.012
H -0.9471 1.6117 -1.0610 0.008
H -1.3126 -2.6965 2.5174 0.008
H -2.4508 0.9202 0.4783 0.000
H -2.4569 -0.6846 2.5909 0.020
H -1.7668 0.9254 -2.4653 0.010
```

## Properties
total charge = -1
spin multiplicity = 2
HOMO level (alpha / beta) = 0.981 / -3.423 eV
ΔE to the lowest compared entry with this formula, charge and spin = 19.8 kcal per mole
molecular weight = 122.2 g/mol
HOMO-LUMO gap (alpha / beta) = 3.07 / 7.26 eV

=====

Look up the molecular weight of the third one. 122.2 g/mol